# C51H41BrN5O4PmSb2

A structure of composition C51H41BrN5O4PmSb2 (wB97M-V/def2-TZVPD, the OMol25 dataset).

The gap between HOMO and LUMO (spin up / spin down) comes out at 5.33 / 5.36 eV. For the total energy, the calculation gives -168864.6249 eV. The relative energy (zero: lowest compared OMol25 entry of this formula, charge and spin) comes out at 93.14 kcal/mol. As for the LUMO energy (spin up / spin down): -0.543 / -0.517 eV. The multiplicity is 5. For the HOMO energy (spin up / spin down), the calculation gives -5.9 / -5.9 eV.

```
105
Properties=species:S:1:pos:R:3:forces:R:3
Pm -0.84199 0.16155 2.61615 -0.0448 0.3140 -0.0736
O 3.11449 1.42425 4.43503 -0.0485 -0.8311 -0.2219
C 2.08551 1.29140 3.78217 -0.2410 0.0656 -0.3094
N 1.50983 0.21739 3.16788 1.0587 0.4632 0.5721
C 2.32207 -0.88328 2.89061 0.6518 -1.2057 -0.3580
C 3.60940 -1.19704 3.31125 -2.2632 1.1106 -0.3870
C 4.23526 -2.38939 2.88618 1.0790 -1.0151 -0.1286
C 3.65150 -3.26167 2.08187 -0.3953 -1.3522 -1.4682
C 2.29344 -3.01728 1.47292 1.2861 -1.5513 0.4634
C 1.68752 -1.78850 1.91673 -1.7522 1.5091 0.9025
N 0.47507 -1.48501 1.45294 1.4949 0.4736 1.2974
C -0.06864 -2.21745 0.45220 0.6303 -0.9814 -1.2840
O 0.39454 -4.01184 -1.19095 0.5658 -0.0129 0.4814
C -1.45453 -2.12988 0.30531 -0.8296 -0.2648 -0.6323
C -2.22309 -2.79195 -0.73592 1.4009 0.3959 0.3165
C -3.54465 -2.61597 -0.84881 -1.6114 -0.0606 -0.7911
C -4.24873 -1.81005 0.06227 0.4646 -0.3927 0.3004
C -3.49273 -1.26034 1.04467 -0.9419 0.8258 1.1699
N -2.16318 -1.36775 1.21342 0.3699 -0.0469 -0.1969
C 1.34252 2.56303 3.48835 0.1584 0.2653 0.3808
C 1.92667 3.73714 3.87337 -0.2825 2.7620 -0.1200
C 1.25893 4.96862 3.54385 1.1587 -0.8192 0.3817
C 0.09421 4.95083 2.80786 -0.4496 -1.2415 0.0159
C -0.44189 3.68241 2.50822 1.3510 -0.1463 0.4493
N 0.17783 2.53085 2.84176 -0.9268 0.5340 -0.4344
H 4.11352 -0.52821 3.94795 0.4374 0.5890 0.7173
H 5.24282 -2.65695 3.20453 -0.1700 0.4141 0.2315
H 4.15907 -4.18861 1.73125 -0.3419 0.8366 0.4733
H 1.63480 -3.87278 1.74693 -0.0002 0.3618 -0.1853
H -1.72045 -3.37916 -1.47126 0.3708 -0.2797 -0.1626
H -4.09901 -3.08128 -1.67592 0.3660 0.0644 0.3536
H -5.31572 -1.72512 0.12551 -0.2520 0.0886 -0.3248
H -4.06058 -0.68031 1.79768 0.7075 -0.1848 -0.2718
H 2.90097 3.78687 4.37808 -0.6887 -0.3614 -0.2006
H 1.70608 5.92203 3.85274 -0.1531 -0.4524 -0.1639
H -0.43088 5.83799 2.48220 0.0576 0.0270 0.0818
H -1.34299 3.53601 1.96703 -0.7937 0.1699 -0.3463
Br -1.03014 -1.78730 5.78813 -0.3020 0.4414 -0.1550
C -2.51134 -0.56477 5.65834 0.7406 -0.2756 -0.7217
C -3.44430 -0.52039 6.65855 0.2615 -0.4734 0.5503
C -4.52170 0.32047 6.51330 -0.2048 0.3547 -0.6659
C -4.59522 1.03916 5.33454 -0.0244 0.1668 -0.2677
C -3.61014 0.94751 4.37771 -0.2555 -0.0998 0.2661
N -2.55713 0.14868 4.53847 0.3977 -0.4995 0.4653
C -3.72431 1.74360 3.07304 1.0727 -0.7416 0.5438
O -4.72135 2.39969 2.89638 -0.1006 0.3009 -0.4806
O -2.66395 1.56157 2.36235 -0.4771 0.5376 -0.4753
H -3.30608 -1.16415 7.50520 -0.0785 -0.0690 0.3219
H -5.29736 0.39278 7.25440 -0.0937 -0.0332 0.2127
H -5.37416 1.68751 5.01081 -0.8146 0.4119 0.3837
C 2.08573 0.19232 -1.46485 -0.9128 -0.6832 1.0543
C 1.88348 1.49133 -2.22469 0.0445 0.0312 -1.1059
C 0.81331 2.45248 -1.67235 0.9550 -0.7885 0.2156
Sb -1.17544 1.60426 -1.51435 -0.0654 0.7802 -0.1806
C -1.43924 1.65870 -3.68640 0.1953 -0.9699 0.8646
C -1.22857 2.83852 -4.37801 -0.1257 0.9770 1.4191
C -1.31720 2.88305 -5.72838 0.0816 -1.9460 -0.8696
C -1.50290 1.68413 -6.43030 -0.2696 0.4857 0.1862
C -1.70209 0.49399 -5.76591 -0.2416 -1.2104 0.2452
C -1.67192 0.45292 -4.37110 0.3901 0.7561 0.7494
C -2.06705 3.57798 -1.12559 0.3586 -0.7962 0.0741
C -1.30514 4.71265 -0.86801 -1.6233 0.1711 -0.1741
C -1.95488 5.94343 -0.77409 0.5126 0.3852 0.1999
C -3.29040 6.06440 -1.02789 -1.3713 0.2096 -0.2842
C -4.05250 4.91423 -1.22844 -0.6759 0.6328 0.2668
C -3.46597 3.69068 -1.18346 1.1415 -0.7243 -0.1150
Sb 0.89857 -1.47197 -2.35387 0.3068 0.1785 0.2548
C 0.90578 -2.79086 -0.58763 -1.0724 0.0104 -0.2226
C 0.40442 -5.11435 -0.36578 -1.0899 -0.3388 0.4963
C 1.51440 -5.81845 -0.12453 0.0858 -0.1825 -0.4697
C 2.79518 -5.33534 -0.68329 -0.8919 -0.1182 0.9601
C 3.12707 -4.05635 -0.70305 0.7860 0.3604 -0.4212
C 2.34631 -2.95063 -0.06870 -0.1303 0.9419 -0.3018
C 2.54542 -2.47532 -3.35679 0.5582 0.7325 -0.4329
C 3.79002 -1.83349 -3.59573 -1.3706 0.1346 0.2103
C 4.80487 -2.47532 -4.26162 0.5070 -1.2584 0.3924
C 4.66976 -3.85074 -4.55168 0.9583 0.4271 -0.6209
C 3.43698 -4.45623 -4.38564 0.8724 -1.0726 -0.8899
C 2.37381 -3.75712 -3.87759 -0.1915 0.4496 0.7936
H 1.83952 0.35966 -0.37987 -0.1007 -0.3676 -0.8184
H 3.08954 -0.21848 -1.43133 0.3423 0.3527 -0.3095
H 1.60555 1.31028 -3.28439 0.1159 -0.1676 0.3499
H 2.84877 2.00332 -2.31748 -0.1049 0.2202 0.2466
H 0.78766 3.26988 -2.38152 -0.2853 0.4684 0.1233
H 1.16665 2.79390 -0.68952 -0.3171 0.1512 -0.0983
H -1.01217 3.78026 -3.85068 -0.1976 -0.4851 -0.0264
H -1.17991 3.78145 -6.24106 0.1966 1.2851 -0.8040
H -1.51236 1.69002 -7.49905 -0.0563 0.0483 -0.5210
H -1.89921 -0.44641 -6.30899 0.2581 0.6405 0.1498
H -1.69940 -0.46703 -3.75823 -0.3407 0.4386 -0.7997
H -0.26531 4.71100 -0.71655 1.2248 -0.3261 0.0458
H -1.42140 6.83439 -0.47895 0.3379 0.0811 -0.1569
H -3.80381 7.03246 -1.05932 0.4052 -0.3053 0.1701
H -5.13010 4.93585 -1.34403 0.0295 0.3506 -0.0045
H -4.08007 2.80826 -1.18002 -0.1315 -0.3202 -0.2877
H -0.61639 -5.33862 0.04050 1.0575 -0.1109 -0.3567
H 1.48646 -6.78894 0.39848 -0.1509 0.7043 -0.1662
H 3.52149 -6.03951 -0.99779 0.4511 -0.7395 -0.4726
H 4.08871 -3.80620 -1.17280 -0.4109 0.0793 0.2959
H 2.85274 -1.97904 -0.25636 -0.0423 -0.6692 -0.0466
H 3.93558 -0.79799 -3.29297 -0.0296 -0.1655 -0.0110
H 5.73662 -1.94566 -4.41110 0.0778 -0.1346 -0.1755
H 5.52461 -4.43982 -4.96871 -0.8482 0.7007 0.3785
H 3.33704 -5.50699 -4.71915 -0.1269 0.7000 0.3598
H 1.44764 -4.27985 -3.77665 -0.6198 -0.0959 0.1352
```
Forces are in eV/Å.

Results of the Mulliken charge analysis, in e, for atoms 1 through 5: Pm 0.88; O -0.75; C -0.13; N 0.45; C -0.66